No. 1
ORCA calculation (ωB97M-V/def2-TZVPD) on a 13-piece molecular cluster, C66H162O43P4 overall.

```
! wB97M-V def2-TZVPD RIJCOSX def2/J DEFGRID3
* xyz 0 1
C 3.681 -3.168 -3.745
O 3.137 -2.024 -3.095
C 1.933 -1.667 -3.672
C 1.166 -0.692 -2.780
O 1.549 0.648 -3.094
C 2.758 1.110 -2.528
C 3.802 1.307 -3.623
O 3.549 2.481 -4.426
C 2.383 2.387 -5.261
H 4.218 -2.880 -4.647
H 2.921 -3.929 -4.013
H 4.409 -3.612 -3.052
H 1.331 -2.564 -3.794
H 1.993 -1.228 -4.704
H 1.368 -0.957 -1.718
H 0.088 -0.775 -3.004
H 3.143 0.348 -1.765
H 2.732 2.048 -1.953
H 3.898 0.433 -4.229
H 4.789 1.570 -3.187
H 2.276 1.346 -5.587
H 2.467 3.062 -6.129
H 1.480 2.607 -4.687
C -6.675 -1.581 -3.980
O -6.769 -2.422 -2.852
C -6.304 -3.756 -2.918
C -4.799 -3.878 -2.748
O -4.459 -3.520 -1.405
C -3.229 -2.717 -1.343
C -1.951 -3.520 -1.578
O -1.745 -3.777 -2.987
C -0.776 -4.778 -3.127
H -5.690 -0.910 -3.992
H -7.462 -0.844 -3.856
H -6.701 -2.081 -4.936
H -6.597 -4.294 -3.837
H -6.877 -4.368 -2.181
H -4.311 -3.167 -3.447
H -4.469 -4.892 -2.990
H -3.350 -2.168 -0.418
H -3.257 -1.897 -2.143
H -2.050 -4.462 -1.064
H -1.128 -2.815 -1.244
H -0.667 -5.051 -4.121
H -1.046 -5.702 -2.637
H 0.132 -4.356 -2.722
C -3.625 2.879 -0.888
O -3.033 4.049 -0.338
C -2.677 3.722 1.023
C -2.417 4.892 1.967
O -1.492 5.887 1.605
C -1.817 6.738 0.493
C -1.125 8.121 0.709
O -1.195 8.732 -0.583
C 0.090 9.248 -1.129
H -4.556 2.689 -0.366
H -2.996 1.989 -0.922
H -3.888 3.076 -1.921
H -1.862 2.964 1.097
H -3.522 3.237 1.455
H -2.030 4.623 3.005
H -3.464 5.232 2.154
H -2.848 6.929 0.469
H -1.652 6.280 -0.532
H -0.107 7.970 1.019
H -1.739 8.760 1.362
H -0.256 10.096 -1.663
H 0.562 8.475 -1.755
H 0.842 9.509 -0.424
C -2.874 -3.952 7.076
O -1.941 -4.498 6.251
C -1.374 -3.496 5.387
C -1.899 -3.649 3.987
O -3.249 -3.419 3.915
C -3.780 -3.682 2.627
C -5.285 -4.019 2.625
O -6.036 -2.809 2.837
C -7.434 -3.072 2.752
H -3.096 -4.778 7.769
H -3.810 -3.715 6.540
H -2.566 -2.985 7.550
H -0.305 -3.729 5.360
H -1.450 -2.499 5.857
H -1.644 -4.687 3.745
H -1.315 -3.069 3.296
H -3.179 -4.502 2.153
H -3.540 -2.772 2.013
H -5.582 -4.888 3.354
H -5.476 -4.427 1.606
H -7.717 -3.682 1.866
H -7.944 -2.166 2.524
H -7.904 -3.589 3.634
C 4.751 2.775 0.492
O 4.997 1.811 -0.512
C 5.835 0.756 -0.197
C 6.073 -0.217 -1.395
O 6.824 0.424 -2.398
C 7.034 -0.500 -3.469
C 7.833 0.192 -4.479
O 9.081 0.646 -3.990
C 9.868 1.117 -5.040
H 5.445 2.659 1.312
H 3.761 2.586 0.870
H 4.796 3.779 0.014
H 5.480 0.114 0.624
H 6.758 1.177 0.231
H 5.046 -0.615 -1.780
H 6.590 -1.096 -0.977
H 6.093 -0.875 -3.899
H 7.585 -1.309 -3.015
H 7.233 1.088 -4.794
H 7.989 -0.355 -5.360
H 9.527 2.076 -5.413
H 9.747 0.366 -5.865
H 10.942 1.122 -4.809
C 2.316 5.310 2.245
O 2.553 4.989 0.905
C 1.969 5.854 -0.011
C 2.486 5.548 -1.418
O 1.664 5.995 -2.443
C 2.007 5.382 -3.706
C 0.758 5.388 -4.599
O 0.423 6.697 -5.089
C -0.615 6.543 -6.080
H 2.862 6.129 2.566
H 2.616 4.391 2.829
H 1.261 5.477 2.443
H 2.039 6.969 0.132
H 0.867 5.667 -0.128
H 2.540 4.460 -1.424
H 3.489 5.913 -1.561
H 2.370 4.353 -3.516
H 2.751 5.953 -4.231
H -0.104 5.058 -3.979
H 0.919 4.736 -5.472
H -0.752 7.467 -6.661
H -1.525 6.237 -5.596
H -0.232 5.828 -6.904
C -1.458 -1.975 -9.905
O -0.302 -2.022 -9.130
C -0.443 -2.180 -7.745
C -1.336 -1.212 -7.037
O -0.980 0.150 -7.351
C -1.946 1.123 -6.991
C -1.701 1.812 -5.698
O -1.957 1.111 -4.498
C -3.325 0.892 -4.198
H -1.087 -1.783 -10.852
H -2.069 -1.149 -9.489
H -2.009 -2.895 -9.924
H 0.561 -2.231 -7.329
H -0.940 -3.153 -7.615
H -1.213 -1.341 -5.980
H -2.358 -1.396 -7.419
H -2.918 0.654 -6.924
H -1.916 1.879 -7.801
H -2.289 2.740 -5.796
H -0.639 2.159 -5.695
H -3.323 0.556 -3.153
H -3.794 0.217 -4.876
H -3.955 1.768 -4.120
C 3.835 -2.587 -0.115
O 4.999 -3.277 -0.500
C 5.494 -4.208 0.493
C 4.612 -5.358 0.848
O 3.962 -5.992 -0.253
C 4.703 -6.657 -1.233
C 3.649 -7.385 -2.019
O 2.903 -6.535 -2.860
C 2.090 -7.154 -3.905
H 2.911 -3.257 -0.110
H 3.693 -1.812 -0.877
H 3.963 -2.151 0.917
H 5.721 -3.770 1.454
H 6.422 -4.579 0.023
H 3.836 -5.141 1.570
H 5.210 -6.135 1.364
H 5.401 -7.367 -0.771
H 5.198 -5.853 -1.808
H 2.897 -7.853 -1.305
H 4.110 -8.191 -2.550
H 2.679 -7.937 -4.437
H 1.815 -6.341 -4.509
H 1.175 -7.626 -3.520
C -6.733 1.166 -1.610
O -6.168 -0.145 -1.420
C -6.303 -0.733 -0.161
C -5.265 -0.355 0.870
O -5.738 0.840 1.637
C -6.554 0.576 2.748
C -6.573 1.778 3.672
O -5.349 1.790 4.414
C -5.372 2.788 5.401
H -6.620 1.413 -2.655
H -6.377 1.934 -0.951
H -7.836 1.098 -1.394
H -6.248 -1.800 -0.307
H -7.327 -0.494 0.187
H -4.357 0.033 0.378
H -5.003 -1.178 1.542
H -6.227 -0.296 3.410
H -7.598 0.461 2.364
H -7.412 1.657 4.332
H -6.623 2.689 3.027
H -6.101 2.565 6.149
H -5.605 3.800 4.865
H -4.356 2.768 5.820
C 4.648 4.273 5.198
O 4.437 3.042 4.457
P 3.271 2.019 4.853
O 1.982 2.667 4.749
O 3.700 1.406 6.321
C 2.805 1.541 7.424
O 3.414 0.787 3.834
C 4.611 0.081 3.538
H 5.565 4.634 4.821
H 4.700 4.093 6.261
H 3.816 4.946 5.012
H 2.282 0.548 7.400
H 2.142 2.406 7.234
H 3.454 1.517 8.287
H 5.294 -0.039 4.383
H 5.022 0.591 2.669
H 4.346 -0.914 3.276
C -2.293 0.043 2.913
O -1.722 0.837 1.843
P -0.622 0.279 0.791
O -0.793 -1.167 0.470
O -0.662 1.308 -0.446
C 0.324 2.425 -0.610
O 0.726 0.542 1.616
C 1.947 -0.150 1.101
H -2.552 -0.873 2.397
H -3.179 0.594 3.217
H -1.561 -0.063 3.662
H 0.603 2.313 -1.644
H 1.130 2.265 0.072
H -0.151 3.394 -0.417
H 2.300 -0.840 1.878
H 2.726 0.607 0.992
H 1.642 -0.629 0.129
C 0.509 -4.066 1.593
O 1.836 -3.690 2.038
P 2.221 -3.497 3.569
O 3.657 -3.379 3.768
O 1.519 -4.720 4.340
C 2.272 -5.886 4.582
O 1.326 -2.296 3.998
C 1.435 -1.485 5.127
H 0.663 -4.716 0.749
H 0.045 -3.125 1.234
H -0.100 -4.531 2.386
H 3.192 -5.698 5.130
H 2.566 -6.466 3.688
H 1.719 -6.599 5.185
H 0.730 -1.778 5.873
H 1.207 -0.440 4.803
H 2.435 -1.493 5.615
C -1.248 2.095 5.406
O -0.589 0.974 6.052
P -1.299 0.324 7.313
O -0.990 -1.091 7.559
O -2.850 0.678 7.134
C -3.626 -0.409 6.517
O -0.970 1.278 8.527
C -0.146 0.726 9.552
H -0.771 2.182 4.481
H -1.268 3.105 5.810
H -2.243 1.742 5.135
H -4.038 -1.075 7.320
H -2.990 -0.954 5.895
H -4.434 0.089 5.935
H -0.375 -0.296 9.689
H -0.443 1.220 10.483
H 0.918 0.912 9.352
*
```

The calculation puts the HOMO-LUMO gap at 9.7 eV. The value obtained for the LUMO energy is 0.6 eV. For the energy relative to the best compared isomer or geometry (same formula, charge and spin), the calculation gives 47.2 kcal/mol.

---

No. 2
ORCA calculation (ωB97M-V/def2-TZVPD) on a 2-piece molecular cluster, C9H17N3O overall.

```
! wB97M-V def2-TZVPD RIJCOSX def2/J DEFGRID3
* xyz 0 1
C 0.888 4.040 0.525
C 0.434 2.608 0.476
N 1.368 1.642 0.028
C 2.634 1.595 0.860
C 1.738 1.323 -1.289
C 0.489 0.780 -2.006
O 2.833 1.418 -1.774
H 1.113 4.386 1.524
H 0.439 4.666 -0.241
H 1.845 4.277 0.048
H -0.094 2.219 1.373
H -0.443 2.454 -0.225
H 2.195 1.407 1.895
H 3.175 0.651 0.521
H 3.242 2.495 0.675
H 0.848 0.113 -2.825
H 0.064 -0.089 -1.420
H -0.164 1.547 -2.382
C -0.829 -1.855 2.318
C -1.661 -2.324 1.172
C -2.758 -3.119 0.947
N -2.860 -3.275 -0.397
C -1.898 -2.453 -1.042
N -1.155 -1.971 -0.089
H -1.268 -1.099 2.933
H 0.123 -1.616 1.866
H -0.566 -2.613 3.081
H -3.394 -3.517 1.711
H -3.660 -3.630 -0.910
H -2.010 -2.368 -2.117
*
```

The calculation puts the HOMO-LUMO gap at 9.5 eV. The value obtained for the LUMO energy is 0.8 eV. For the energy relative to the best compared isomer or geometry (same formula, charge and spin), the calculation gives 47.0 kcal/mol. The SMILES is CCN(C)C(C)=O.Cc1c[nH]cn1.

---

No. 3
ORCA calculation (ωB97M-V/def2-TZVPD) on a 8-piece molecular cluster, C36H69ClNO11S overall.

```
! wB97M-V def2-TZVPD RIJCOSX def2/J DEFGRID3
* xyz 1 1
C 5.922 1.479 2.184
C 5.980 2.145 1.184
C 5.929 2.950 -0.059
C 6.111 1.989 -1.266
C 4.963 2.069 -2.318
C 3.926 0.971 -1.904
C 2.819 0.689 -2.965
N 1.532 0.151 -2.407
C 1.443 -1.345 -2.390
C 2.641 -2.020 -1.710
C 2.246 -3.340 -0.994
C 3.499 -3.817 -0.221
S 3.898 -2.829 1.236
O 4.781 -1.810 0.762
O 4.483 -3.598 2.273
Cl 2.182 -1.842 1.832
C 1.148 0.767 -1.090
C -0.241 1.464 -1.165
O -1.262 0.599 -0.749
C -1.605 0.731 0.631
C 2.150 1.854 -0.662
O 3.429 1.248 -0.602
H 6.028 0.771 2.970
H 6.668 3.745 0.003
H 4.910 3.339 -0.124
H 6.082 0.972 -0.857
H 7.090 2.075 -1.743
H 4.529 3.072 -2.400
H 5.405 1.813 -3.304
H 4.512 0.050 -1.812
H 2.552 1.569 -3.558
H 3.204 -0.044 -3.679
H 0.796 0.454 -3.047
H 0.556 -1.579 -1.788
H 1.224 -1.721 -3.394
H 3.019 -1.352 -0.928
H 3.409 -2.214 -2.467
H 1.403 -3.107 -0.340
H 1.987 -4.119 -1.715
H 4.346 -3.677 -0.899
H 3.453 -4.889 -0.013
H 1.091 0.025 -0.291
H -0.476 1.810 -2.186
H -0.173 2.378 -0.560
H -1.440 -0.226 1.142
H -1.018 1.481 1.172
H -2.663 0.978 0.746
H 1.922 2.213 0.343
H 2.110 2.728 -1.331
C -1.740 -0.760 4.874
C -2.968 -0.926 4.014
O -3.495 0.022 3.475
C -3.510 -2.323 3.857
H -1.458 0.291 4.902
H -1.950 -1.096 5.890
H -0.911 -1.337 4.457
H -3.792 -2.721 4.834
H -2.759 -2.967 3.395
H -4.391 -2.298 3.218
C -6.778 -1.069 7.873
C -6.112 -2.335 7.400
O -4.906 -2.417 7.305
C -7.013 -3.489 7.050
H -6.018 -0.320 8.090
H -7.441 -0.686 7.095
H -7.349 -1.265 8.782
H -7.681 -3.200 6.238
H -7.594 -3.788 7.924
H -6.408 -4.335 6.725
C 7.707 4.000 -4.110
C 7.700 5.141 -3.122
O 6.963 5.147 -2.159
C 8.651 6.279 -3.385
H 6.979 3.252 -3.806
H 7.440 4.365 -5.103
H 8.695 3.539 -4.139
H 8.424 6.740 -4.348
H 9.679 5.914 -3.384
H 8.544 7.028 -2.603
C 1.271 7.726 -1.474
C 1.720 6.368 -1.003
O 0.937 5.553 -0.566
C 3.188 6.050 -1.093
H 0.193 7.813 -1.351
H 1.757 8.505 -0.885
H 1.515 7.854 -2.530
H 3.761 6.748 -0.482
H 3.520 6.100 -2.131
H 3.356 5.040 -0.719
C -9.985 -2.777 2.505
C -9.316 -1.873 3.508
O -9.264 -2.162 4.683
C -8.715 -0.592 2.987
H -10.372 -3.657 3.015
H -10.815 -2.256 2.027
H -9.263 -3.096 1.752
H -9.490 0.025 2.529
H -7.939 -0.815 2.253
H -8.269 -0.039 3.812
C -11.909 -6.484 -1.013
C -11.110 -5.508 -0.186
O -11.199 -4.314 -0.356
C -10.193 -6.087 0.865
H -12.522 -5.935 -1.725
H -11.237 -7.145 -1.563
H -12.562 -7.074 -0.368
H -9.447 -6.730 0.395
H -10.772 -6.658 1.592
H -9.683 -5.277 1.379
C 5.146 -1.240 -6.585
C 5.934 -0.262 -5.747
O 5.833 0.932 -5.912
C 6.849 -0.837 -4.696
H 4.533 -0.691 -7.297
H 5.824 -1.893 -7.135
H 4.492 -1.838 -5.946
H 7.602 -1.471 -5.166
H 6.270 -1.414 -3.972
H 7.352 -0.023 -4.176
*
```

The calculation puts the HOMO-LUMO gap at 8.0 eV. The value obtained for the LUMO energy is -2.6 eV.

---

No. 4
ORCA calculation (ωB97M-V/def2-TZVPD) on C21H33IN2Pd as an isolated structure.

```
! wB97M-V def2-TZVPD RIJCOSX def2/J DEFGRID3
* xyz 2 5
C -3.349 -2.242 -1.689
C -2.664 -0.815 3.059
H -3.928 -2.635 -2.525
H -2.994 -3.052 -1.051
H -2.528 -1.619 -2.049
H -1.611 -0.607 3.290
H -3.271 0.095 3.151
H -3.071 -1.654 3.639
Pd -2.778 -1.360 1.154
C -3.417 -3.237 1.652
H -4.452 -3.051 1.973
H -2.785 -3.546 2.500
H -3.362 -3.927 0.802
I -4.749 -0.958 -0.675
C 3.590 -3.894 -1.282
C 3.230 -2.430 -1.025
C 4.172 -1.876 0.055
C 3.436 -1.638 -2.325
C 1.785 -2.262 -0.549
C 0.943 -3.336 -0.247
C -0.334 -3.083 0.262
N -0.781 -1.833 0.417
C -0.008 -0.764 0.092
C 1.299 -0.966 -0.379
C -0.620 0.556 0.259
C 0.036 1.770 -0.035
C -0.608 2.983 0.218
C -1.900 2.946 0.758
C -2.517 1.721 0.988
N -1.896 0.566 0.717
C 0.021 4.358 -0.037
C -0.902 5.167 -0.963
C 0.159 5.104 1.300
C 1.403 4.255 -0.687
H 4.630 -3.949 -1.622
H 2.952 -4.324 -2.062
H 3.498 -4.486 -0.365
H 5.213 -1.990 -0.270
H 3.982 -0.815 0.253
H 4.037 -2.429 0.994
H 2.746 -2.001 -3.097
H 3.260 -0.568 -2.175
H 4.464 -1.768 -2.686
H 1.247 -4.371 -0.394
H -1.016 -3.886 0.543
H 1.911 -0.093 -0.606
H 1.039 1.710 -0.452
H -2.453 3.853 1.007
H -3.521 1.658 1.409
H -1.882 5.335 -0.504
H -0.457 6.143 -1.190
H -1.050 4.629 -1.908
H 0.804 4.542 1.987
H 0.611 6.089 1.131
H -0.811 5.250 1.788
H 2.113 3.752 -0.021
H 1.352 3.715 -1.640
H 1.781 5.265 -0.889
*
```

The calculation puts the HOMO-LUMO gap (spin up / spin down) at 4.9 / 5.6 eV. The value obtained for the LUMO energy (spin up / spin down) is -7.0 / -10.3 eV. Its expectation value of S² is 6.046.